Entry from OMol25: a structure of composition C38H38Cl5N2P2Rh in a non-equilibrium geometry (ωB97M-V with the def2-TZVPD basis set).

Computed properties:
- max |F| (eV/Å) = 2.78
- multiplicity = 1
- DFT total energy (Ha) = -4673.9397
- gap between HOMO and LUMO (alpha / beta) (eV) = 4.700 / 3.882
- charge = +2
- LUMO energy (alpha / beta) (eV) = -8.03 / -8.51

XYZ file:
```
86
Properties=species:S:1:pos:R:3:mulliken_charge:R:1
Rh 1.408 0.310 0.816 -0.702
Cl 3.850 0.668 1.409 -0.103
C 3.109 0.412 2.950 1.060
C 1.729 0.227 2.908 -0.829
C 1.104 -0.060 4.118 1.029
Cl -0.588 -0.345 4.140 -0.130
C 1.823 -0.121 5.318 -0.068
Cl 1.026 -0.463 6.794 -0.130
C 3.204 0.114 5.319 0.574
Cl 4.091 0.080 6.775 -0.132
C 3.864 0.389 4.111 -0.431
Cl 5.546 0.706 4.074 -0.149
C -0.695 2.607 0.754 -1.510
C -1.400 1.252 0.717 0.842
P -2.210 0.883 -0.914 1.139
C -1.659 -0.737 -1.500 0.488
C -2.575 -1.737 -1.832 -1.084
C -2.126 -2.886 -2.460 -0.897
C -0.791 -3.025 -2.815 -0.783
C 0.120 -2.036 -2.473 -1.077
C -0.310 -0.899 -1.822 0.608
C -3.985 0.805 -0.560 0.391
C -4.867 1.488 -1.389 -0.523
C -6.218 1.498 -1.095 -0.644
C -6.686 0.823 0.021 -0.587
C -5.807 0.111 0.823 -0.786
C -4.453 0.098 0.548 -0.168
P 0.872 2.399 -0.225 0.826
C 1.670 4.024 -0.054 1.138
C 1.973 4.811 -1.163 -0.525
C 2.453 6.094 -0.979 -0.756
C 2.654 6.590 0.300 -0.552
C 2.424 5.779 1.404 -0.739
C 1.954 4.491 1.229 -0.558
C 0.256 2.463 -1.952 0.494
C -0.958 3.074 -2.295 0.080
C -1.377 3.087 -3.620 -0.609
C -0.621 2.474 -4.603 -0.745
C 0.581 1.862 -4.267 -0.746
C 1.014 1.857 -2.951 -0.429
H -0.409 2.831 1.787 0.652
H -1.318 3.432 0.403 0.554
H -2.174 1.188 1.487 1.036
H -0.595 0.485 0.931 -1.171
H -3.623 -1.623 -1.590 0.437
H -2.829 -3.673 -2.686 0.484
H -0.469 -3.897 -3.366 0.507
H 1.160 -2.128 -2.737 0.527
H 0.407 -0.122 -1.582 -0.024
H -4.487 2.009 -2.256 0.443
H -6.892 2.048 -1.731 0.448
H -7.736 0.851 0.267 0.408
H -6.179 -0.430 1.679 0.435
H -3.770 -0.470 1.165 0.360
H 1.810 4.427 -2.159 0.428
H 2.660 6.712 -1.840 0.442
H 2.993 7.605 0.435 0.415
H 2.606 6.154 2.400 0.429
H 1.788 3.845 2.084 0.375
H -1.532 3.627 -1.563 0.321
H -2.299 3.586 -3.882 0.497
H -0.963 2.490 -5.627 0.439
H 1.174 1.380 -5.027 0.496
H 1.955 1.384 -2.696 0.501
C -0.169 -5.639 -0.568 -0.743
C 0.629 -5.253 0.673 -1.004
N 1.444 -4.076 0.420 0.412
C 2.796 -4.346 -0.050 -1.035
C 3.774 -4.325 1.121 -0.934
C 0.992 -2.839 0.620 0.564
C -0.379 -2.655 1.197 -0.870
N 1.677 -1.763 0.352 0.228
H -0.773 -6.514 -0.353 0.470
H 0.495 -5.869 -1.397 0.322
H -0.821 -4.827 -0.881 -0.049
H 1.297 -6.070 0.945 0.463
H -0.048 -5.084 1.509 0.450
H 3.095 -3.614 -0.804 0.466
H 2.792 -5.321 -0.537 0.519
H 3.659 -3.403 1.690 0.165
H 4.795 -4.398 0.765 0.415
H 3.597 -5.160 1.790 0.350
H -0.371 -2.951 2.244 0.606
H -1.124 -3.244 0.668 0.438
H -0.644 -1.600 1.152 -0.856
H 2.612 -1.924 -0.015 -0.091
```

***

Entry from OMol25: a cluster of 2 separate species, C19H22F3N2O2 in total in a non-equilibrium geometry (ωB97M-V with the def2-TZVPD basis set).

Computed properties:
- max |F| (eV/Å) = 3.91
- multiplicity = 1
- DFT total energy (Ha) = -1296.5015
- gap between HOMO and LUMO (eV) = 4.159
- charge = +1
- LUMO energy (eV) = -5.28

XYZ file:
```
48
Properties=species:S:1:pos:R:3:mulliken_charge:R:1
C -1.301 -1.734 -2.286 -1.047
N -1.900 -0.455 -1.906 0.174
C -3.170 -0.111 -2.555 -0.906
C -1.112 0.495 -1.302 -0.143
C -1.568 1.732 -0.794 0.465
C -2.874 1.891 -0.266 -0.471
C -3.323 3.124 0.129 -0.644
C -2.500 4.236 0.029 0.156
C -3.042 5.610 0.367 0.924
F -2.017 6.405 0.735 -0.244
F -3.648 6.105 -0.732 -0.223
F -3.928 5.490 1.376 -0.239
C -1.201 4.099 -0.438 -0.782
C -0.731 2.873 -0.828 -0.725
H -1.964 -2.320 -2.915 0.445
H -0.374 -1.569 -2.827 0.358
H -1.076 -2.315 -1.397 0.365
H -3.396 -0.792 -3.372 0.359
H -3.992 -0.142 -1.846 0.312
H -3.109 0.893 -2.964 0.400
H -0.049 0.333 -1.363 0.472
H -3.498 1.025 -0.125 0.562
H -4.320 3.255 0.518 0.476
H -0.578 4.976 -0.504 0.472
H 0.271 2.772 -1.207 0.448
C 2.048 -4.711 -2.592 -1.332
C 1.762 -4.140 -1.217 0.146
O 2.582 -3.038 -0.897 -0.364
C 2.348 -2.647 0.408 0.699
C 3.010 -1.486 0.857 -0.647
N 2.809 -0.912 2.108 0.191
C 2.117 -1.548 3.111 -0.159
C 1.915 -0.976 4.332 -0.778
C 2.400 0.294 4.575 -0.165
C 3.106 0.954 3.587 -0.663
C 3.311 0.343 2.379 -0.156
O 1.579 -3.272 1.145 -0.718
H 1.236 -5.349 -2.948 0.375
H 2.195 -3.911 -3.318 0.317
H 2.962 -5.304 -2.587 0.346
H 0.721 -3.803 -1.128 0.031
H 1.911 -4.894 -0.432 0.316
H 3.694 -1.001 0.187 0.398
H 1.748 -2.534 2.906 0.634
H 1.375 -1.506 5.099 0.401
H 2.232 0.763 5.530 0.405
H 3.484 1.949 3.767 0.395
H 3.855 0.850 1.601 0.366
```

***

Please write out number 2 again, unchanged.
Entry from OMol25: a cluster of 2 separate species, C19H22F3N2O2 in total in a non-equilibrium geometry (ωB97M-V with the def2-TZVPD basis set).

Computed properties:
- max |F| (eV/Å) = 3.91
- multiplicity = 1
- DFT total energy (Ha) = -1296.5015
- gap between HOMO and LUMO (eV) = 4.159
- charge = +1
- LUMO energy (eV) = -5.28

XYZ file:
```
48
Properties=species:S:1:pos:R:3:mulliken_charge:R:1
C -1.301 -1.734 -2.286 -1.047
N -1.900 -0.455 -1.906 0.174
C -3.170 -0.111 -2.555 -0.906
C -1.112 0.495 -1.302 -0.143
C -1.568 1.732 -0.794 0.465
C -2.874 1.891 -0.266 -0.471
C -3.323 3.124 0.129 -0.644
C -2.500 4.236 0.029 0.156
C -3.042 5.610 0.367 0.924
F -2.017 6.405 0.735 -0.244
F -3.648 6.105 -0.732 -0.223
F -3.928 5.490 1.376 -0.239
C -1.201 4.099 -0.438 -0.782
C -0.731 2.873 -0.828 -0.725
H -1.964 -2.320 -2.915 0.445
H -0.374 -1.569 -2.827 0.358
H -1.076 -2.315 -1.397 0.365
H -3.396 -0.792 -3.372 0.359
H -3.992 -0.142 -1.846 0.312
H -3.109 0.893 -2.964 0.400
H -0.049 0.333 -1.363 0.472
H -3.498 1.025 -0.125 0.562
H -4.320 3.255 0.518 0.476
H -0.578 4.976 -0.504 0.472
H 0.271 2.772 -1.207 0.448
C 2.048 -4.711 -2.592 -1.332
C 1.762 -4.140 -1.217 0.146
O 2.582 -3.038 -0.897 -0.364
C 2.348 -2.647 0.408 0.699
C 3.010 -1.486 0.857 -0.647
N 2.809 -0.912 2.108 0.191
C 2.117 -1.548 3.111 -0.159
C 1.915 -0.976 4.332 -0.778
C 2.400 0.294 4.575 -0.165
C 3.106 0.954 3.587 -0.663
C 3.311 0.343 2.379 -0.156
O 1.579 -3.272 1.145 -0.718
H 1.236 -5.349 -2.948 0.375
H 2.195 -3.911 -3.318 0.317
H 2.962 -5.304 -2.587 0.346
H 0.721 -3.803 -1.128 0.031
H 1.911 -4.894 -0.432 0.316
H 3.694 -1.001 0.187 0.398
H 1.748 -2.534 2.906 0.634
H 1.375 -1.506 5.099 0.401
H 2.232 0.763 5.530 0.405
H 3.484 1.949 3.767 0.395
H 3.855 0.850 1.601 0.366
```

***

Among the records above, which one has the highest DFT total energy?
C19H22F3N2O2